1.
Computed, not measured: a molecular structure, C3H4CeO2 at a distorted geometry, with ωB97M-V with the def2-TZVPD basis set.

Output
DFT total energy (eV): -20185.47624
Lowest unoccupied orbital energy (spin up / spin down) (eV): -5.5 / -5.4
Charge: +1
ΔE to the lowest compared entry with this formula, charge and spin (kJ/mol): 418.8
Max |F| (eV Å⁻¹): 2.88
E_HOMO (spin up / spin down) (eV): -12.26 / -12.27
Spin multiplicity: 2

Atoms and positions in Å:
1 C 1.248 -1.181 0.331
2 C 0.068 -1.129 -0.284
3 O -0.707 0.070 -0.240
4 C -1.599 0.220 0.703
5 O -1.127 1.167 1.490
6 H 1.421 -2.186 0.743
7 H -0.508 -1.954 -0.715
8 H -1.779 1.363 2.172
9 Ce 2.659 0.621 1.238
10 H 2.941 1.925 -0.258

Here are the Löwdin charges for atoms 1 to 2, given in e: number 1, C, carries -0.256; number 2, C, carries -0.184

***

2.
Computed, not measured: a single C17H30N4O2 molecule, with ωB97M-V with the def2-TZVPD basis set.

Output
DFT total energy (eV): -28172.45756
Lowest unoccupied orbital energy (eV): 0.6
SMILES: CO[C@H](CNC(=O)N(C)Cc1cn2c(n1)CCCC2)C(C)(C)C
ΔE to the lowest compared entry with this formula, charge and spin (kJ/mol): 76.7
Max |F| (eV Å⁻¹): 0.39
E_HOMO (eV): -8.63

Atoms and positions in Å:
1 C -0.441 2.331 -2.054
2 O -1.564 1.596 -1.637
3 C -1.246 0.279 -1.190
4 C -0.685 -0.581 -2.340
5 N 0.756 -0.759 -2.275
6 C 1.280 -1.984 -1.909
7 O 0.617 -3.011 -1.948
8 N 2.625 -1.997 -1.600
9 C 3.142 -3.295 -1.185
10 C 3.284 -0.848 -0.988
11 C 2.475 -0.152 0.067
12 C 2.305 1.188 0.277
13 N 1.461 1.287 1.363
14 C 1.179 0.019 1.760
15 N 1.769 -0.870 0.997
16 C 0.279 -0.261 2.917
17 C 0.133 0.977 3.802
18 C -0.164 2.201 2.939
19 C 1.010 2.508 2.019
20 C -2.501 -0.288 -0.525
21 C -2.971 0.700 0.544
22 C -2.134 -1.609 0.150
23 C -3.617 -0.500 -1.547
24 H -0.777 3.337 -2.301
25 H 0.310 2.391 -1.255
26 H 0.033 1.904 -2.945
27 H -0.472 0.352 -0.410
28 H -1.113 -1.579 -2.357
29 H -0.967 -0.095 -3.278
30 H 1.298 0.056 -2.027
31 H 2.679 -4.073 -1.784
32 H 4.220 -3.324 -1.342
33 H 2.925 -3.498 -0.132
34 H 4.202 -1.221 -0.534
35 H 3.586 -0.119 -1.749
36 H 2.688 2.056 -0.234
37 H -0.704 -0.565 2.544
38 H 0.677 -1.111 3.472
39 H -0.661 0.825 4.533
40 H 1.057 1.140 4.365
41 H -1.062 2.018 2.341
42 H -0.363 3.077 3.557
43 H 1.841 2.932 2.587
44 H 0.725 3.229 1.251
45 H -3.302 1.640 0.103
46 H -3.801 0.274 1.112
47 H -2.163 0.926 1.250
48 H -1.766 -2.359 -0.552
49 H -1.351 -1.457 0.895
50 H -3.010 -2.020 0.656
51 H -3.353 -1.258 -2.286
52 H -4.525 -0.838 -1.043
53 H -3.846 0.428 -2.074

Here are the Löwdin charges for atoms 1 to 2, given in e: number 1, C, carries -0.092; number 2, O, carries -0.154

***

3.
Computed, not measured: 2 unconnected molecules or ions with the total composition C10H13NS at a distorted geometry, with ωB97M-V with the def2-TZVPD basis set.

Output
DFT total energy (eV): -22898.78241
Lowest unoccupied orbital energy (spin up / spin down) (eV): 0.0 / 0.3
ΔE to the lowest compared entry with this formula, charge and spin (kJ/mol): 577.6
Max |F| (eV Å⁻¹): 4.65
E_HOMO (spin up / spin down) (eV): -7.67 / -7.47

Atoms and positions in Å:
1 C 1.484 -0.981 2.353
2 C -2.422 -1.222 1.062
3 C 1.467 1.970 -1.573
4 C -1.911 -1.131 -0.117
5 C 1.132 1.474 -0.367
6 C 1.510 -1.180 -0.725
7 C 0.609 -1.016 0.412
8 C 1.483 0.137 0.109
9 C -2.319 -0.773 -1.575
10 C 0.038 2.145 0.517
11 N 0.621 -1.568 1.640
12 S 2.540 0.179 1.549
13 H 1.601 -1.269 3.395
14 H -3.435 -1.000 1.377
15 H -1.522 -1.588 1.658
16 H 1.205 2.916 -2.002
17 H 2.210 1.252 -2.046
18 H 2.403 -1.800 -0.601
19 H 1.163 -1.129 -1.782
20 H -3.397 -0.501 -1.463
21 H -1.522 -0.143 -1.807
22 H -2.190 -1.620 -2.162
23 H 0.020 1.761 1.456
24 H 0.134 3.226 0.715
25 H -0.900 1.862 -0.024

Here are the Löwdin charges for atoms 1 to 2, given in e: number 1, C, carries -0.413; number 2, C, carries -0.047

***

4.
Computed, not measured: a molecular structure, C25H28N7PdS2SeSi at a distorted geometry, with ωB97M-V with the def2-TZVPD basis set.

Output
DFT total energy (eV): -135183.79759
Lowest unoccupied orbital energy (eV): 0.9
Charge: -1
ΔE to the lowest compared entry with this formula, charge and spin (kJ/mol): 57.8
Max |F| (eV Å⁻¹): 2.00
E_HOMO (eV): -3.13

Atoms and positions in Å:
1 Pd 0.462 0.750 -0.745
2 N 3.518 -0.690 -0.360
3 C 3.550 0.554 -0.627
4 N 2.484 1.328 -0.791
5 C 2.791 2.636 -1.059
6 C 4.112 2.935 -1.137
7 S 5.088 1.531 -0.871
8 C 1.728 3.610 -1.229
9 C 1.825 4.952 -1.027
10 S 0.303 5.729 -1.310
11 C -0.371 4.142 -1.683
12 N 0.479 3.176 -1.602
13 N -1.657 4.009 -2.084
14 H 1.862 -1.021 -1.194
15 H 4.415 -1.147 -0.291
16 H 4.569 3.879 -1.349
17 H 2.669 5.522 -0.698
18 H -2.317 4.702 -1.767
19 H -1.998 3.055 -2.047
20 Se -2.425 1.888 0.398
21 N -1.605 0.742 -0.787
22 C -2.545 -0.115 -1.248
23 C -2.327 -1.127 -2.177
24 C -3.376 -1.942 -2.555
25 C -4.655 -1.740 -2.041
26 C -4.914 -0.707 -1.165
27 C -3.870 0.129 -0.754
28 N -4.031 1.157 0.090
29 H -1.334 -1.268 -2.569
30 H -3.198 -2.748 -3.253
31 H -5.457 -2.402 -2.336
32 H -5.899 -0.536 -0.760
33 C 0.971 -2.174 0.907
34 C 0.633 -3.047 -0.256
35 C 0.274 -4.368 -0.078
36 C -0.055 -5.170 -1.158
37 C -0.055 -4.627 -2.430
38 C 0.270 -3.302 -2.653
39 C 0.357 -2.791 -4.062
40 C 0.627 -2.471 -1.560
41 N 1.020 -1.187 -1.771
42 H 0.845 -2.697 1.852
43 H 0.318 -1.283 0.902
44 H 2.003 -1.819 0.834
45 H 0.270 -4.791 0.918
46 H -0.306 -6.211 -1.015
47 H -0.298 -5.256 -3.277
48 H 0.559 -3.614 -4.748
49 H 1.152 -2.051 -4.139
50 H -0.581 -2.325 -4.371
51 C 2.060 1.087 4.817
52 Si 0.253 1.237 4.213
53 C -0.736 -0.288 4.811
54 C -0.540 2.820 4.938
55 C 0.312 1.288 2.371
56 C 0.393 1.263 1.157
57 H 2.134 1.053 5.901
58 H 2.651 1.929 4.467
59 H 2.516 0.186 4.419
60 H -0.776 -0.342 5.897
61 H -0.284 -1.207 4.449
62 H -1.757 -0.263 4.442
63 H -0.547 2.798 6.025
64 H -1.565 2.933 4.599
65 H 0.006 3.705 4.627

Here are the Löwdin charges for atoms 1 to 2, given in e: number 1, Pd, carries 0.844; number 2, N, carries 0.029

***

5.
Computed, not measured: a molecular structure, C31H32BF5N7O4SV, with ωB97M-V with the def2-TZVPD basis set.

Output
DFT total energy (eV): -102077.06806
Lowest unoccupied orbital energy (spin up / spin down) (eV): 1.5 / 1.5
Charge: -1
ΔE to the lowest compared entry with this formula, charge and spin (kJ/mol): 98.2
Max |F| (eV Å⁻¹): 0.84
E_HOMO (spin up / spin down) (eV): -4.35 / -3.81
Spin multiplicity: 2

Atoms and positions in Å:
1 V -0.490 0.070 -0.041
2 C -0.521 0.893 -4.907
3 C -0.678 0.423 -3.465
4 C -1.791 -0.619 -3.368
5 C 0.611 -0.121 -2.921
6 C 1.668 -0.730 -3.593
7 C 2.535 -1.109 -2.586
8 N 2.036 -0.738 -1.409
9 N 0.837 -0.112 -1.604
10 B 2.891 -0.683 -0.114
11 N 3.700 0.615 -0.101
12 C 5.032 0.774 -0.208
13 C 5.301 2.128 -0.187
14 C 4.028 2.728 -0.064
15 N 3.082 1.807 -0.015
16 C 3.675 4.188 0.047
17 C 2.209 4.440 -0.287
18 C 4.015 4.714 1.442
19 N 2.084 -0.778 1.205
20 C 2.603 -1.198 2.358
21 C 1.765 -0.832 3.394
22 C 0.719 -0.156 2.767
23 N 0.910 -0.135 1.447
24 C -0.516 0.471 3.357
25 C -0.395 0.594 4.872
26 C -1.788 -0.287 2.987
27 H -1.442 1.364 -5.252
28 H 0.291 1.612 -5.012
29 H -0.316 0.049 -5.570
30 H -0.945 1.284 -2.838
31 H -1.560 -1.478 -4.003
32 H -1.940 -0.998 -2.357
33 H -2.743 -0.197 -3.693
34 H 1.787 -0.884 -4.649
35 H 3.493 -1.597 -2.629
36 H 3.669 -1.610 -0.150
37 H 5.679 -0.083 -0.292
38 H 6.259 2.614 -0.251
39 H 4.298 4.729 -0.678
40 H 1.551 3.863 0.360
41 H 1.967 5.498 -0.166
42 H 1.973 4.146 -1.309
43 H 3.373 4.234 2.183
44 H 5.051 4.501 1.709
45 H 3.860 5.793 1.507
46 H 3.550 -1.708 2.364
47 H 1.903 -1.017 4.443
48 H -0.597 1.474 2.923
49 H -0.372 -0.391 5.344
50 H 0.509 1.130 5.162
51 H -1.252 1.133 5.276
52 H -1.765 -1.308 3.378
53 H -2.662 0.222 3.399
54 H -1.973 -0.374 1.912
55 F -6.883 3.851 -0.294
56 C -5.589 3.511 -0.196
57 C -5.183 2.208 -0.412
58 F -6.086 1.271 -0.724
59 C -3.841 1.870 -0.308
60 F -3.532 0.587 -0.530
61 C -2.855 2.790 0.010
62 S -1.139 2.418 0.150
63 C -3.303 4.094 0.223
64 F -2.437 5.067 0.538
65 C -4.633 4.461 0.125
66 F -5.004 5.730 0.341
67 O -3.355 -2.232 0.107
68 C -2.182 -2.563 0.068
69 O -1.158 -1.794 0.034
70 C -1.825 -4.047 0.064
71 C -2.860 -4.975 0.098
72 C -2.585 -6.334 0.095
73 C -1.259 -6.716 0.058
74 C -0.205 -5.827 0.023
75 C -0.503 -4.471 0.025
76 N -0.947 -8.180 0.056
77 O 0.223 -8.506 0.009
78 O -1.883 -8.954 0.086
79 H -3.876 -4.607 0.126
80 H -3.366 -7.078 0.121
81 H 0.810 -6.190 -0.007
82 H 0.284 -3.730 -0.002

Here are the Löwdin charges for atoms 1 to 2, given in e: number 1, V, carries 0.600; number 2, C, carries -0.076

***

6.
Computed, not measured: 6 unconnected molecules or ions with the total composition C49H75N5O4 at a distorted geometry, with ωB97M-V with the def2-TZVPD basis set.

Output
DFT total energy (eV): -67651.59074
Lowest unoccupied orbital energy (eV): -1.7
SMILES: CCCCCCCCCCCCCCCCCCC1=C(COCCOCC)C(=O)C=CC1=O.c1cc[nH]c1.c1cc[nH]c1.c1cc[nH]c1.c1cc[nH]c1.c1cc[nH]c1
Max |F| (eV Å⁻¹): 8.40
E_HOMO (eV): -8.15

Atoms and positions in Å:
1 C 4.720 -1.676 0.025
2 C 4.643 -0.560 1.256
3 C 4.827 0.983 0.655
4 C 3.361 1.480 0.079
5 C 3.064 0.910 -1.437
6 C 1.774 1.748 -2.042
7 C 2.213 3.257 -2.506
8 C 1.692 4.467 -1.531
9 C 0.124 4.363 -1.067
10 C 0.136 3.757 0.480
11 C -0.238 4.863 1.631
12 C -1.135 4.069 2.782
13 C -2.726 4.133 2.336
14 C -3.510 2.765 2.848
15 C -5.115 2.978 3.105
16 C -6.074 2.691 1.807
17 C -5.525 3.299 0.387
18 C -4.549 2.211 -0.361
19 C -5.055 1.731 -1.845
20 C -5.400 0.283 -2.146
21 C -5.308 -0.938 -1.046
22 O -4.042 -1.712 -1.252
23 C -3.481 -1.923 0.122
24 C -2.201 -2.975 0.008
25 O -1.205 -2.803 1.083
26 C -0.050 -2.011 0.550
27 C -0.394 -0.382 0.523
28 C -5.867 -0.175 -3.685
29 O -5.843 -1.496 -3.984
30 C -6.320 0.928 -4.818
31 C -6.002 2.357 -4.544
32 C -5.199 2.749 -3.164
33 O -4.597 3.965 -3.150
34 H 5.417 -2.583 0.287
35 H 5.049 -1.143 -0.991
36 H 3.612 -2.072 -0.181
37 H 5.460 -0.797 2.061
38 H 3.587 -0.605 1.784
39 H 5.563 0.995 -0.261
40 H 5.188 1.666 1.547
41 H 2.562 1.115 0.882
42 H 3.315 2.654 0.083
43 H 4.013 1.129 -2.089
44 H 2.792 -0.227 -1.487
45 H 1.347 1.212 -3.019
46 H 0.935 1.699 -1.227
47 H 3.406 3.284 -2.459
48 H 1.946 3.405 -3.645
49 H 1.782 5.471 -2.172
50 H 2.405 4.650 -0.592
51 H -0.453 5.387 -1.067
52 H -0.416 3.578 -1.781
53 H 1.224 3.369 0.721
54 H -0.577 2.800 0.505
55 H 0.765 5.261 2.107
56 H -0.890 5.758 1.196
57 H -0.702 2.970 2.820
58 H -0.939 4.592 3.810
59 H -3.208 5.067 2.868
60 H -2.717 4.242 1.150
61 H -3.232 1.925 2.083
62 H -2.998 2.450 3.878
63 H -5.427 2.179 3.936
64 H -5.257 4.028 3.608
65 H -6.355 1.539 1.711
66 H -7.110 3.242 2.026
67 H -6.459 3.626 -0.276
68 H -4.941 4.317 0.605
69 H -4.425 1.301 0.366
70 H -3.473 2.725 -0.424
71 H -6.175 -1.712 -1.317
72 H -5.471 -0.609 0.065
73 H -3.150 -0.837 0.482
74 H -4.274 -2.325 0.884
75 H -1.755 -2.844 -1.074
76 H -2.681 -4.058 0.054
77 H 0.307 -2.410 -0.512
78 H 0.850 -2.126 1.311
79 H -0.763 -0.046 -0.562
80 H -1.247 -0.104 1.304
81 H 0.567 0.189 0.870
82 H -6.878 0.566 -5.785
83 H -6.341 3.163 -5.336
84 C 1.778 -6.080 -3.205
85 C 0.921 -5.136 -2.591
86 C 1.138 -5.207 -1.233
87 N 2.093 -6.163 -1.006
88 C 2.493 -6.697 -2.203
89 H 1.866 -6.286 -4.264
90 H 0.221 -4.476 -3.086
91 H 0.694 -4.660 -0.411
92 H 2.447 -6.432 -0.097
93 H 3.250 -7.469 -2.239
94 C 4.849 -6.198 4.063
95 C 4.644 -5.012 3.318
96 C 3.688 -5.285 2.365
97 N 3.312 -6.596 2.507
98 C 4.011 -7.159 3.543
99 H 5.532 -6.336 4.891
100 H 5.140 -4.061 3.461
101 H 3.245 -4.662 1.600
102 H 2.626 -7.073 1.936
103 H 3.853 -8.193 3.820
104 C -0.656 -1.603 -4.904
105 C -1.269 -0.602 -5.695
106 C -0.283 -0.027 -6.465
107 N 0.904 -0.642 -6.163
108 C 0.685 -1.609 -5.216
109 H -1.141 -2.251 -4.186
110 H -2.317 -0.331 -5.703
111 H -0.324 0.767 -7.199
112 H 1.800 -0.418 -6.575
113 H 1.501 -2.214 -4.845
114 C 8.038 -0.240 -2.043
115 C 8.477 -0.974 -3.170
116 C 9.058 -2.133 -2.705
117 N 8.988 -2.121 -1.336
118 C 8.363 -0.973 -0.924
119 H 7.537 0.719 -2.047
120 H 8.380 -0.689 -4.210
121 H 9.514 -2.962 -3.229
122 H 9.342 -2.846 -0.726
123 H 8.205 -0.776 0.128
124 C -4.856 1.361 8.411
125 C -5.469 2.362 7.620
126 C -4.483 2.938 6.850
127 N -3.296 2.322 7.152
128 C -3.515 1.356 8.099
129 H -5.341 0.713 9.130
130 H -6.517 2.633 7.612
131 H -4.524 3.731 6.116
132 H -2.400 2.546 6.740
133 H -2.699 0.750 8.470

Here are the Löwdin charges for atoms 1 to 2, given in e: number 1, C, carries -0.141; number 2, C, carries -0.240